No. 1
Computed, not measured: a structure of composition C8H11OPd at a distorted geometry, with wB97M-V/def2-TZVPD.

Each line ends with the Mulliken charge.
Element x y z (Å)
H: -0.984 1.601 3.279  0.35
H: -0.766 -4.258 1.014  0.32
H: -1.094 -3.368 2.514  0.22
C: -2.128 0.922 1.490  -0.32
O: 1.344 -3.087 0.712  -0.20
H: -2.631 0.921 -0.679  0.33
C: 2.464 -2.278 0.531  -0.38
H: 2.123 -1.219 0.331  0.11
C: -1.924 1.144 0.112  -0.49
C: -0.687 1.808 -0.036  -0.65
H: 0.706 2.662 1.496  0.37
H: -1.899 -2.890 1.008  0.26
H: -3.013 0.484 1.932  0.40
Pd: 0.060 -0.284 0.772  -0.40
H: -0.314 2.260 -0.952  0.38
H: 3.104 -2.271 1.430  0.24
C: -0.150 2.034 1.264  -0.66
C: -0.956 -3.262 1.425  -0.97
H: 3.053 -2.647 -0.318  0.22
C: 0.180 -2.332 1.081  0.30
C: -1.049 1.498 2.203  -0.43

Atoms 1-6, force components in eV/Å:
H 0.121 -0.213 -0.062
H -0.014 -0.147 0.035
H 0.194 0.203 -0.280
C -0.536 0.705 0.220
O -2.875 0.448 1.264
H 0.178 -0.137 0.043

Output
M = 229.595 g/mol
Energy above the lowest of the compared OMol25 structures with the same formula, charge and spin = 0.399 eV
Electronic energy = -13999.1950 eV
Max |F| = 3.2 eV/Å
Total charge = -1
Lowest unoccupied orbital energy = 4.0 eV
Frontier orbital gap = 6.0 eV

No. 2
Computed, not measured: a structure of composition C5H6N3O3RhS, with wB97M-V/def2-TZVPD.

Each line ends with the Mulliken charge.
Element x y z (Å)
H: -2.882 1.077 0.057  0.33
O: -1.138 -1.336 -1.089  -0.70
H: -2.831 -0.303 1.160  0.27
N: 1.300 0.302 -0.751  -0.39
H: 0.973 0.287 -1.716  0.28
Rh: 0.250 -1.069 0.232  0.90
N: 1.891 -2.080 0.673  -0.59
H: 1.310 2.438 -0.767  0.36
S: 3.911 -3.236 2.182  -0.36
H: 2.286 0.055 -0.744  0.31
O: -1.100 2.681 0.056  -0.63
C: -2.347 -0.780 -0.869  0.67
H: 1.613 1.669 0.807  0.22
O: -3.298 -1.038 -1.547  -0.58
C: -0.453 1.663 0.187  0.51
C: 1.032 1.615 -0.113  -0.37
C: 2.750 -2.571 1.331  0.40
N: -0.931 0.455 0.601  -0.18
C: -2.335 0.171 0.312  -0.46

Atoms 1-6, force components in eV/Å:
H 0.043 0.036 0.029
O -0.165 0.086 0.005
H 0.010 0.012 0.016
N 0.087 -0.102 -0.093
H 0.000 0.019 0.003
Rh -0.140 0.013 -0.276

Output
M = 291.094 g/mol
Energy above the lowest of the compared OMol25 structures with the same formula, charge and spin = 0.000 eV
Electronic energy = -29737.4774 eV
Max |F| = 0.3 eV/Å
Lowest unoccupied orbital energy = -2.0 eV
Frontier orbital gap = 7.1 eV

No. 3
Computed, not measured: the ion C11H22NS with charge +1 at a distorted geometry, with wB97M-V/def2-TZVPD.

Each line ends with the Mulliken charge.
Element x y z (Å)
H: 1.190 3.704 -1.755  0.42
H: -4.153 -1.645 0.315  0.37
C: 2.965 -0.945 -0.181  -1.65
H: 3.060 -0.652 -1.222  0.39
H: -2.602 -1.457 -1.691  0.23
N: 0.596 1.271 0.571  0.13
C: 0.973 0.170 -0.317  -1.59
H: -0.579 2.048 2.147  0.55
H: 0.021 3.301 0.393  0.41
H: -5.027 -1.380 -1.196  0.39
H: 1.476 1.472 1.071  0.51
H: 1.400 -3.139 -0.464  0.48
C: -0.427 1.096 1.637  -0.66
H: 3.481 -0.220 0.445  0.40
C: 1.450 2.838 -1.155  -1.20
C: 0.854 -2.213 -0.619  -1.57
C: 0.277 2.469 -0.266  -0.21
C: 1.400 -1.462 1.717  -2.07
H: 2.331 3.088 -0.566  0.33
H: 0.892 -1.948 -1.672  0.38
S: -2.161 0.555 1.134  -0.04
C: -4.334 -0.932 -0.487  -1.31
H: 3.438 -1.916 -0.052  0.46
H: -3.204 0.146 -1.990  0.28
C: -1.959 0.000 -0.381  0.02
H: 1.968 -2.376 1.875  0.48
H: 0.378 -1.668 2.029  0.42
C: -3.022 -0.581 -1.184  -0.34
H: -4.797 -0.043 -0.062  0.37
H: 1.841 -0.697 2.358  0.43
H: -0.105 0.355 2.364  0.43
H: 1.688 2.013 -1.822  0.30
C: 1.468 -1.091 0.237  2.84
H: -0.590 2.201 -0.873  0.33
H: -0.186 -2.362 -0.339  0.31

Atoms 1-6, force components in eV/Å:
H -0.046 0.143 -0.003
H -0.047 -0.068 0.053
C 0.009 0.028 -0.095
H 0.030 0.016 -0.057
H 0.054 0.127 -0.095
N -0.271 0.003 0.294

Output
M = 200.371 g/mol
Energy above the lowest of the compared OMol25 structures with the same formula, charge and spin = 6.498 eV
Electronic energy = -24076.9544 eV
Max |F| = 1.7 eV/Å
Total charge = +1
Lowest unoccupied orbital energy = -3.9 eV
Frontier orbital gap = 7.9 eV